P) # C27H46BiN8S

C27H46BiN8S as an isolated structure (ωB97M-V/def2-TZVPD, the Open Molecules 2025 dataset).

ORCA input file:
```
! RIJCOSX wB97M-V def2-TZVPD def2/J DEFGRID3
* xyz 3 1
Bi -0.9856 -0.0123 0.3615
C 0.0983 3.9823 2.7695
C -0.2841 2.5928 2.3708
N -0.7283 2.2866 1.2078
N -1.0043 3.2759 0.2956
C -2.1140 3.1419 -0.4608
N -2.4753 4.1689 -1.2105
S -3.0241 1.7005 -0.4501
C -0.2972 1.4819 3.3606
C 0.0089 1.6823 4.6896
C -0.2366 0.6566 5.6015
C -0.7872 -0.5237 5.1509
C -1.0361 -0.6621 3.7893
N -0.7884 0.3055 2.9132
H 0.5702 4.5289 1.9547
H 0.7965 3.9841 3.5998
H -0.7950 4.5320 3.0840
H -0.4767 4.1370 0.3121
H -2.0236 5.0706 -1.1578
H -3.3194 4.1116 -1.7590
H 0.4080 2.6216 5.0437
H -0.0129 0.7987 6.6509
H -1.0197 -1.3324 5.8298
H -1.4515 -1.5804 3.3930
C -1.5979 -2.6824 -2.5358
C -1.0995 -2.6748 -1.1096
C -2.0177 -2.9366 -0.0772
C -3.4783 -3.1092 -0.4313
C -1.5610 -3.1175 1.2486
C -2.5667 -3.5422 2.2973
C -0.1913 -2.9716 1.5374
C 0.4035 -3.2997 2.8887
C 0.7081 -2.5835 0.5181
C 2.1683 -2.4014 0.8823
C 0.2705 -2.5054 -0.8207
C 1.2656 -2.3912 -1.9581
H -1.8592 -3.7032 -2.8274
H -0.8475 -2.3328 -3.2398
H -2.4996 -2.0799 -2.6580
H -3.9265 -2.1619 -0.7494
H -4.0716 -3.4869 0.3933
H -3.6010 -3.8061 -1.2606
H -3.0051 -4.5046 2.0276
H -3.3916 -2.8314 2.3776
H -2.1373 -3.6639 3.2852
H 0.8641 -2.4293 3.3617
H 1.1943 -4.0424 2.7700
H -0.3135 -3.7168 3.5856
H 2.6625 -3.3699 0.9993
H 2.2810 -1.8819 1.8354
H 2.7345 -1.8569 0.1304
H 1.2131 -1.4297 -2.4786
H 1.0673 -3.1664 -2.6985
H 2.2896 -2.5463 -1.6316
C 3.6511 1.1002 -1.7107
C 3.1386 2.1314 -0.7021
C 3.2395 3.5355 -1.2849
C 3.9180 2.0429 0.6056
N 1.6817 1.9448 -0.4148
N 1.3756 0.6220 0.0412
H 4.6695 1.3452 -2.0122
H 3.0338 1.0938 -2.6149
H 3.6871 0.0882 -1.2940
H 4.2792 3.7741 -1.5075
H 2.8679 4.2780 -0.5761
H 2.6750 3.6188 -2.2184
H 4.9612 2.3061 0.4306
H 3.9247 1.0312 1.0254
H 3.5168 2.7388 1.3465
H 1.1692 2.0509 -1.2866
H 1.8904 0.4884 0.9096
H 1.7160 -0.0905 -0.6097
C -2.5868 0.7827 -4.8108
N -1.2907 0.2399 -4.3510
C -0.4657 -0.4933 -5.3300
C -0.9288 0.3821 -3.1209
N -0.6017 0.5312 -2.0078
H -2.4115 1.4755 -5.6312
H -3.0803 1.2983 -3.9913
H -3.2192 -0.0330 -5.1562
H -0.2931 0.1476 -6.1924
H -0.9880 -1.3936 -5.6490
H 0.4913 -0.7601 -4.8887
*
```

Values from the calculation:
HOMO   -0.620 hartree
Molar mass   723.768 g mol⁻¹
LUMO energy   -9.088 eV

***

Q) # C27H46BiN8S

C27H46BiN8S as an isolated structure (ωB97M-V/def2-TZVPD, the Open Molecules 2025 dataset).

ORCA input file:
```
! RIJCOSX wB97M-V def2-TZVPD def2/J DEFGRID3
* xyz 3 1
Bi -0.2061 0.5958 -0.0639
C -5.0271 0.6722 0.1029
C -3.5760 0.8352 0.4222
N -2.6959 1.1331 -0.4632
N -3.0932 1.3866 -1.7379
C -2.2230 1.7751 -2.6852
N -2.6886 2.0990 -3.8755
S -0.5462 1.8581 -2.3833
C -3.0873 0.6622 1.8050
C -3.9512 0.5855 2.8889
C -3.4248 0.4429 4.1680
C -2.0532 0.3610 4.3253
C -1.2563 0.4457 3.1905
N -1.7560 0.6099 1.9734
H -5.1628 0.1777 -0.8605
H -5.5324 0.0673 0.8481
H -5.5295 1.6438 0.0660
H -4.0821 1.3853 -1.9551
H -3.6748 2.1486 -4.0914
H -2.0498 2.4167 -4.5895
H -5.0201 0.6687 2.7584
H -4.0818 0.3963 5.0260
H -1.6081 0.2383 5.3028
H -0.1786 0.3820 3.2513
C 1.8787 1.4981 4.1615
C 1.8274 1.6366 2.6590
C 1.0913 2.6700 2.0594
C 0.1790 3.5436 2.8797
C 1.2749 2.9728 0.6929
C 0.6957 4.2619 0.1596
C 2.1488 2.1771 -0.0921
C 2.5564 2.6040 -1.4802
C 2.8028 1.0658 0.4961
C 3.8238 0.3028 -0.3034
C 2.6371 0.8004 1.8687
C 3.4286 -0.3157 2.5005
H 1.5187 0.5291 4.5130
H 1.3192 2.2736 4.6732
H 2.9158 1.5918 4.4860
H -0.6150 3.9752 2.2755
H 0.7419 4.3740 3.3144
H -0.2839 2.9946 3.6960
H 1.0466 4.4993 -0.8377
H 0.9971 5.0873 0.8061
H -0.3963 4.2522 0.1465
H 3.4313 3.2561 -1.4057
H 1.7898 3.1663 -2.0017
H 2.8399 1.7576 -2.1005
H 3.4181 -0.0281 -1.2547
H 4.2036 -0.5631 0.2275
H 4.6771 0.9540 -0.5128
H 3.2051 -0.4404 3.5537
H 4.4967 -0.1085 2.4134
H 3.2359 -1.2681 2.0057
C 1.0052 -2.7028 -4.2510
C 2.0984 -2.0128 -3.4298
C 3.1719 -1.4421 -4.3499
C 2.7223 -2.9944 -2.4381
N 1.5626 -0.8387 -2.6822
N 0.4422 -1.1163 -1.8522
H 1.4550 -3.4513 -4.9018
H 0.4787 -1.9857 -4.8860
H 0.2792 -3.2192 -3.6173
H 3.6906 -2.2511 -4.8611
H 3.9075 -0.8707 -3.7822
H 2.7343 -0.7922 -5.1110
H 3.1903 -3.8094 -2.9877
H 1.9799 -3.4427 -1.7702
H 3.4892 -2.5039 -1.8390
H 1.3061 -0.1104 -3.3402
H 0.6994 -1.9148 -1.2780
H -0.3851 -1.3817 -2.3904
C -2.4449 -4.2675 1.9177
N -2.1095 -3.8466 0.5521
C -2.1597 -4.8712 -0.5001
C -1.8154 -2.6228 0.2744
N -1.5608 -1.5144 0.0050
H -3.4418 -4.7069 1.9323
H -2.4172 -3.4162 2.5934
H -1.7307 -5.0179 2.2560
H -3.1385 -5.3494 -0.4972
H -1.4013 -5.6313 -0.3127
H -1.9889 -4.4231 -1.4756
*
```

Values from the calculation:
HOMO   -0.608 hartree
Molar mass   723.768 g mol⁻¹
LUMO energy   -9.141 eV

***

Which of them is most stable? Easy: P).

***

P) # C3H10N

A 2-piece molecular cluster, C3H10N overall (ωB97M-V/def2-TZVPD, the Open Molecules 2025 dataset).

ORCA input file:
```
! RIJCOSX wB97M-V def2-TZVPD def2/J DEFGRID3
* xyz 1 1
C -2.1809 0.8641 0.1782
H -2.7645 1.6970 -0.1858
H -2.0647 0.1846 -0.6379
H -2.8184 0.4779 0.9639
H -1.2803 1.1444 0.7120
C 1.0055 -1.4352 0.4042
C 1.1985 0.6344 -0.8405
N 1.7455 -0.2849 -0.1474
H 0.2198 -1.1077 1.0805
H 1.7161 -2.1532 0.8018
H 0.4917 -1.9447 -0.4091
H 0.1222 0.7424 -0.8845
H 1.8884 1.3991 -1.1759
H 2.7211 -0.2183 0.1407
*
```

Values from the calculation:
HOMO   -0.609 hartree
Molar mass   60.120 g mol⁻¹
LUMO energy   -5.542 eV

***

Q) # C3H10N

A 2-piece molecular cluster, C3H10N overall (ωB97M-V/def2-TZVPD, the Open Molecules 2025 dataset).

ORCA input file:
```
! RIJCOSX wB97M-V def2-TZVPD def2/J DEFGRID3
* xyz 1 1
C -2.5659 2.8998 3.3194
H -2.6813 3.4527 4.2582
H -3.3866 3.3015 2.7352
H -2.7691 1.8516 3.5984
H -1.5676 3.0498 2.9520
C 1.9293 -1.2704 -0.8511
C 1.1287 -1.8424 -3.1560
N 0.9627 -1.7716 -1.8966
H 2.2242 -2.2198 -0.4070
H 1.4253 -0.5833 -0.1788
H 2.5617 -0.7015 -1.5423
H 2.0198 -1.3432 -3.5485
H 0.4478 -2.4135 -3.7799
H 0.2710 -2.4097 -1.5029
*
```

Values from the calculation:
HOMO   -0.539 hartree
Molar mass   60.120 g mol⁻¹
LUMO energy   -5.490 eV

***

R) # C3H10N

An isolated ion of composition C3H10N and charge +1 (ωB97M-V/def2-TZVPD, the Open Molecules 2025 dataset).

ORCA input file:
```
! RIJCOSX wB97M-V def2-TZVPD def2/J DEFGRID3
* xyz 1 1
C -0.9979 1.3758 -0.8586
C -0.1229 0.1346 -0.7734
N 0.3281 -0.0515 0.6340
C 0.7746 -1.4415 0.9944
H -0.4382 2.1727 -0.3318
H -1.1227 1.6341 -1.9350
H -1.9650 1.1044 -0.3857
H 0.6494 0.0549 -1.5063
H -0.6690 -0.7302 -1.0489
H -0.5197 0.2289 1.1902
H 1.1305 0.4176 1.0856
H 0.1979 -2.1289 0.4246
H 1.8045 -1.4748 0.7011
H 0.7008 -1.8921 2.0165
*
```

Values from the calculation:
HOMO   -0.635 hartree
Molar mass   60.120 g mol⁻¹
LUMO energy   -3.541 eV

***

S) # C3H10N

An isolated ion of composition C3H10N and charge +1 (ωB97M-V/def2-TZVPD, the Open Molecules 2025 dataset).

ORCA input file:
```
! RIJCOSX wB97M-V def2-TZVPD def2/J DEFGRID3
* xyz 1 1
C 1.2743 0.2195 0.4978
N -0.0411 -0.2696 0.1742
C -1.1643 0.3953 0.7817
C -0.1763 -0.4073 -1.3444
H 1.2685 1.3355 0.8859
H 1.8248 -0.3979 1.3184
H 1.9681 0.1942 -0.3232
H -0.0274 -1.4188 0.5353
H -2.0801 0.0125 0.5934
H -1.1746 0.5729 1.9526
H -1.1206 1.3650 0.2972
H -1.1431 -1.0329 -1.6405
H 0.0047 0.5062 -2.0161
H 0.5871 -1.0745 -1.7122
*
```

Values from the calculation:
HOMO   -0.647 hartree
Molar mass   60.120 g mol⁻¹
LUMO energy   -3.905 eV

***

Which of them is most stable? Easy: R).

***

P) # C6H16N2

One molecule with the formula C6H16N2 (ωB97M-V/def2-TZVPD, the Open Molecules 2025 dataset).

ORCA input file:
```
! RIJCOSX wB97M-V def2-TZVPD def2/J DEFGRID3
* xyz 0 1
C 0.6335 2.1715 -2.2660
C 0.7223 0.7094 -1.7888
C -0.2700 0.3273 -0.6983
C -1.7271 0.3905 -1.3078
N 0.1011 -0.9069 -0.0627
C -0.2653 -1.0473 1.3488
C 0.8812 -1.4020 2.2804
N 0.7088 -1.2161 3.6889
H 0.6846 2.1269 -3.3531
H -0.2055 2.7135 -1.8471
H 1.5667 2.7191 -2.1410
H 0.3159 0.1839 -2.6717
H 1.7558 0.4326 -1.5743
H -0.4025 1.1310 0.0476
H -1.7169 0.0633 -2.3644
H -2.4277 -0.2556 -0.7819
H -2.0098 1.4316 -1.3984
H 0.0544 -1.7215 -0.6490
H -1.0322 -0.3400 1.6744
H -0.9957 -1.8918 1.3441
H 0.9943 -2.4738 2.1164
H 1.8036 -0.9109 1.9674
H 0.7417 -0.3786 4.2614
H 0.0888 -1.8561 4.1751
*
```

Values from the calculation:
HOMO   -0.300 hartree
Molar mass   116.208 g mol⁻¹
LUMO energy   1.120 eV

***

Q) # C6H16N2

One molecule with the formula C6H16N2 (ωB97M-V/def2-TZVPD, the Open Molecules 2025 dataset).

ORCA input file:
```
! RIJCOSX wB97M-V def2-TZVPD def2/J DEFGRID3
* xyz 0 1
C -1.3804 -0.3354 2.3701
C -0.2209 0.4217 1.6997
N 0.0596 0.1723 0.2824
C 1.3871 -0.4307 0.0730
C 1.4300 -1.9668 0.6141
C -0.3130 1.1654 -0.7889
C -0.2615 0.5456 -2.1438
N -0.8935 1.3070 -3.2506
H -1.0414 -0.2768 3.4490
H -2.3082 -0.1322 2.1096
H -1.2168 -1.4461 2.1875
H -0.3039 1.4969 1.9667
H 0.6333 0.1050 2.3063
H 2.1761 0.2081 0.6283
H 1.8193 -0.4931 -0.9413
H 0.4871 -2.1780 0.0878
H 2.3025 -2.5041 0.2635
H 1.5741 -2.2363 1.6597
H -1.4400 1.7238 -0.6263
H 0.4642 2.0721 -0.8148
H 0.7824 0.3058 -2.5314
H -0.7788 -0.4633 -2.2341
H -1.1909 2.1002 -2.8171
H -1.7662 0.8389 -3.5494
*
```

Values from the calculation:
HOMO   -0.305 hartree
Molar mass   116.208 g mol⁻¹
LUMO energy   1.101 eV

***

R) # C6H16N2

A 3-piece molecular cluster, C6H16N2 overall (ωB97M-V/def2-TZVPD, the Open Molecules 2025 dataset).

ORCA input file:
```
! RIJCOSX wB97M-V def2-TZVPD def2/J DEFGRID3
* xyz 0 1
C 1.8738 -0.8006 -0.5547
N 0.9572 0.0646 -1.3118
C -0.5259 2.5115 -2.5907
C -1.3527 1.2912 -2.9563
C 1.0034 0.1768 0.1691
N -1.1662 -1.9020 3.6959
C 0.6885 -1.4116 2.0054
C -0.0689 -0.4980 0.9719
H 1.6535 -1.8672 -0.4851
H 2.9373 -0.5509 -0.5667
H -0.8695 2.8159 -1.5790
H 0.6287 2.3528 -2.4293
H -0.6762 3.4085 -3.2486
H -2.4394 1.6910 -2.8528
H -1.2407 0.4895 -2.2341
H -1.2552 0.8870 -3.9788
H 1.5972 1.0730 0.6041
H -1.1258 -2.5921 4.4018
H -1.9364 -1.3273 3.7417
H 1.6326 -0.9817 2.4688
H 1.0635 -2.4188 1.6860
H 0.0123 -1.6801 2.8971
H -0.9685 -0.9893 0.4800
H -0.4225 0.2579 1.6660
*
```

Values from the calculation:
HOMO   -0.281 hartree
Molar mass   116.208 g mol⁻¹
LUMO energy   -3.524 eV

***

Which of them is most stable? Easy: P).